No. 1
Density functional theory data (ωB97M-V/def2-TZVPD) for the ion C12H21O2 with charge +1 at a distorted geometry.

As for the net charge: +1. The value obtained for the HOMO-LUMO gap is 8.99 eV.

Geometry (Å):
1 C -2.6725 1.0209 -1.7879
2 C 2.0773 1.6776 -2.2799
3 C -1.5685 0.3043 -1.5979
4 C 1.1738 0.7280 -2.1836
5 C 1.7726 0.0167 0.0631
6 C 1.4329 -1.0188 1.1534
7 C -0.5819 0.5448 -0.5590
8 C -0.9372 -0.9699 0.9688
9 C 2.4636 -0.9224 2.2746
10 C -0.5108 1.8593 0.1498
11 C -1.0538 -2.2349 0.1667
12 C -2.1890 -0.5251 1.6551
13 O 0.1661 -0.7494 1.7290
14 O 0.7759 0.0405 -0.9982
15 H -3.3842 0.7426 -2.5415
16 H -2.9043 1.9027 -1.2191
17 H 2.2643 2.1118 -3.2464
18 H 2.6666 2.0663 -1.4678
19 H -1.4065 -0.5837 -2.1969
20 H 0.5906 0.3758 -3.0209
21 H 1.8780 1.0063 0.5133
22 H 2.7136 -0.2690 -0.4113
23 H 1.4469 -2.0225 0.7123
24 H 2.4141 -1.8068 2.9010
25 H 2.2495 -0.0570 2.8955
26 H 3.4682 -0.8346 1.8734
27 H -0.0107 1.7650 1.1123
28 H -1.5231 2.1950 0.3462
29 H -0.0086 2.6283 -0.4430
30 H -0.9685 -3.0850 0.8462
31 H -0.2922 -2.3431 -0.6016
32 H -2.0298 -2.2723 -0.3048
33 H -2.0075 0.3543 2.2638
34 H -2.5381 -1.3236 2.3108
35 H -2.9671 -0.3221 0.9245

No. 2
Density functional theory data (ωB97M-V/def2-TZVPD) for a structure of composition C14H17FeN4O6S2.

As for the net charge: -1. The spin multiplicity is 5. The value obtained for the HOMO-LUMO gap (alpha / beta) is 6.47 / 6.52 eV.

Geometry (Å):
1 Fe -0.2428 0.0549 0.1832
2 O 5.8346 -0.0497 1.3638
3 C 4.6541 -0.0508 1.1448
4 C 3.9329 0.7746 0.0948
5 O 4.4548 1.4369 -0.7787
6 C 2.5142 0.5316 0.3320
7 C 2.3293 -0.4528 1.3157
8 O 1.1712 -0.8990 1.5752
9 C 3.6135 -0.9185 1.8184
10 O 3.8220 -1.8653 2.5574
11 O 1.5008 1.0117 -0.2901
12 C -2.8082 2.0453 -3.2499
13 N -1.6195 1.3354 -3.7264
14 C -1.4014 1.1287 -5.1560
15 C -0.7850 0.8500 -2.7887
16 C 0.4499 0.1012 -3.2034
17 O -1.0482 1.0195 -1.5958
18 H -3.3065 2.5098 -4.0949
19 H -2.5261 2.8098 -2.5307
20 H -3.4972 1.3668 -2.7475
21 H -2.2429 1.5450 -5.6974
22 H -1.3304 0.0704 -5.4061
23 H -0.4980 1.6273 -5.5072
24 H 0.8070 0.3625 -4.1969
25 H 0.2342 -0.9703 -3.1709
26 H 1.2219 0.3083 -2.4629
27 C 2.0919 -3.6546 -0.2545
28 N 0.9731 -3.7160 0.6642
29 C 1.1820 -4.1826 2.0392
30 C -0.1426 -3.8268 2.7322
31 N -0.9119 -3.2181 1.6406
32 C -0.1791 -3.0667 0.5341
33 S -0.7093 -2.2578 -0.8830
34 H 2.9812 -3.3435 0.2899
35 H 1.8750 -2.9335 -1.0358
36 H 2.2728 -4.6317 -0.7113
37 H 2.0366 -3.6593 2.4661
38 H 1.3774 -5.2546 2.0472
39 H -0.0009 -3.1223 3.5491
40 H -0.6600 -4.7052 3.1148
41 H -1.7122 -2.6350 1.8288
42 S -3.6549 -1.1273 2.9716
43 C -2.5514 -0.2877 2.1121
44 N -1.7596 0.3141 1.4951

No. 3
Density functional theory data (ωB97M-V/def2-TZVPD) for the molecule C4H3F3 at a distorted geometry.

As for the net charge: 0. Its SMILES is CC1=C(F)C1(F)F. The value obtained for the HOMO-LUMO gap is 11.58 eV.

Geometry (Å):
1 C -1.5184 -0.0563 -0.0514
2 C -0.0617 0.2073 0.0897
3 C 1.0263 0.9280 -0.0911
4 F 1.5104 2.1225 -0.2171
5 C 1.2304 -0.4533 0.1500
6 F 1.8225 -1.0942 1.2669
7 F 1.7776 -1.2904 -0.9123
8 H -1.9552 0.9499 -0.1404
9 H -1.9487 -0.6921 0.8357
10 H -1.8831 -0.6214 -0.9300

No. 4
Density functional theory data (ωB97M-V/def2-TZVPD) for the molecule C7H13NO at a distorted geometry.

As for the net charge: 0. The value obtained for the HOMO-LUMO gap (alpha / beta) is 7.76 / 9.02 eV.

Geometry (Å):
1 C 0.1727 0.9374 -0.3495
2 C 1.2116 0.1632 -0.3176
3 C -0.8924 1.9266 -0.2697
4 C -2.3112 1.2431 -0.1368
5 C 1.1761 -1.3141 -0.6604
6 C 2.6147 0.6228 0.0818
7 C -1.8589 -1.5969 0.5300
8 N -1.7491 -0.9671 -0.7679
9 O -2.4426 0.1592 -1.0508
10 H -0.7738 2.4412 0.7111
11 H -1.0145 2.6664 -1.1045
12 H -2.3157 0.9261 0.9024
13 H -2.9381 2.0776 -0.4808
14 H 2.2020 -1.7367 -0.8256
15 H 0.8359 -1.9521 0.0976
16 H 0.3704 -1.6282 -1.3502
17 H 2.9379 0.2849 1.0384
18 H 3.3273 0.3843 -0.6269
19 H 2.3257 1.6685 0.1916
20 H -2.7652 -1.1490 1.1372
21 H -1.9366 -2.7323 0.2678
22 H -0.9960 -1.4066 1.2086

No. 5
Density functional theory data (ωB97M-V/def2-TZVPD) for a cluster of 7 separate species, C8H32N2O7 in total at a distorted geometry.

As for the net charge: 0. Its SMILES is COC[C@H](C)N.COC[C@H](C)N.O.O.O.O.O. The value obtained for the HOMO-LUMO gap is 8.73 eV.

Geometry (Å):
1 C -1.5147 1.6213 -0.9458
2 O -0.1485 1.4699 -1.3634
3 C 0.7397 2.5490 -1.0898
4 C 2.1905 2.0440 -1.3590
5 C 3.2202 3.1426 -1.0775
6 N 2.4459 1.5404 -2.6518
7 H -1.9758 2.3784 -1.5802
8 H -1.6096 1.9940 0.0741
9 H -2.0717 0.6959 -1.0924
10 H 0.5927 3.4084 -1.7441
11 H 0.5064 2.8366 -0.0647
12 H 2.3739 1.3039 -0.5801
13 H 2.8907 3.6443 -0.1676
14 H 3.2179 3.8530 -1.9042
15 H 4.2506 2.8545 -0.8695
16 H 3.1763 0.8443 -2.6988
17 H 1.6153 1.0155 -2.8857
18 C -0.3417 -1.9272 0.2242
19 O 0.8387 -2.6190 -0.3119
20 C 1.7602 -1.6839 -0.9072
21 C 2.7754 -2.4482 -1.8602
22 C 1.9338 -3.0544 -2.9804
23 N 3.4314 -3.4783 -1.0337
24 H -1.0656 -1.5118 -0.4770
25 H -0.0321 -1.1252 0.8944
26 H -0.8869 -2.5766 0.9092
27 H 1.1250 -0.9656 -1.4254
28 H 2.2672 -1.1363 -0.1127
29 H 3.3940 -1.6337 -2.2369
30 H 1.2940 -2.3471 -3.5082
31 H 1.2319 -3.7197 -2.4776
32 H 2.4876 -3.6740 -3.6857
33 H 2.7150 -3.8360 -0.4183
34 H 3.5232 -4.2493 -1.6797
35 O -1.5623 0.6605 2.3978
36 H -1.9478 0.3951 3.2328
37 H -2.1989 0.3811 1.7399
38 O -2.9481 -0.3524 4.4121
39 H -3.3105 -0.1043 5.2626
40 H -2.1750 -0.8755 4.6240
41 O -1.4561 3.4734 2.7900
42 H -1.7383 3.7463 1.9170
43 H -1.4928 2.5172 2.7662
44 O -3.9094 -0.2887 0.9476
45 H -4.4739 -0.3776 1.7155
46 H -3.8865 -1.1653 0.5638
47 O -5.1445 -1.1540 3.1955
48 H -5.8007 -1.0145 3.8782
49 H -4.3054 -1.0512 3.6446

No. 6
Density functional theory data (ωB97M-V/def2-TZVPD) for the ion C5H12N2 with charge +2 at a distorted geometry.

As for the net charge: +2. Its SMILES is C=[NH+]C(=C)CC[NH3+]. The value obtained for the HOMO-LUMO gap is 9.99 eV.

Geometry (Å):
1 C -1.8227 -0.9565 -2.2400
2 N -0.9096 -1.4370 -1.5094
3 C 0.1510 -0.6602 -0.7946
4 C 1.3619 -0.7843 -1.3283
5 C -0.2364 -0.1672 0.5679
6 C 0.8472 0.8092 1.1414
7 N 0.1422 1.6768 2.1952
8 H -1.9607 0.1121 -2.3573
9 H -2.3281 -1.6325 -2.9224
10 H -0.6744 -2.4291 -1.4947
11 H 2.0502 -0.0043 -0.9989
12 H 1.9290 -1.6225 -1.7120
13 H -1.0883 0.4889 0.5629
14 H -0.3951 -0.9671 1.2895
15 H 1.5952 0.2822 1.7258
16 H 1.2073 1.5261 0.4116
17 H -0.6294 2.2756 1.8902
18 H -0.0527 1.1137 3.0270
19 H 0.8135 2.3761 2.5461

No. 7
Density functional theory data (ωB97M-V/def2-TZVPD) for a cluster of 2 separate species, C3H8OS2 in total at a distorted geometry.

As for the net charge: 0. The value obtained for the HOMO-LUMO gap is 9.00 eV.

Geometry (Å):
1 C -1.1078 -0.5443 -1.2663
2 C -0.0988 0.8638 0.5724
3 C -0.0128 -0.4106 -0.3460
4 O -0.2921 -1.6228 1.3029
5 S 2.9185 0.1894 0.4322
6 S 1.6006 -0.7490 -0.9451
7 H -1.0652 0.0883 -2.0676
8 H -1.1207 -1.6365 -1.5624
9 H -2.0138 -0.4061 -0.8411
10 H -0.7491 0.6668 1.4550
11 H -0.7620 1.6700 -0.0248
12 H 0.7470 1.4209 0.9378
13 H -0.5102 -0.9982 2.0139
14 H 2.4667 1.4683 0.3392

No. 8
Density functional theory data (ωB97M-V/def2-TZVPD) for a structure of composition C33H24F9N3O3Rh at a distorted geometry.

As for the net charge: -1. The spin multiplicity is 5. The value obtained for the HOMO-LUMO gap (alpha / beta) is 7.25 / 6.63 eV.

Geometry (Å):
1 Rh -0.7663 0.6401 -0.6614
2 O -1.1900 -1.2717 -1.5169
3 C -2.3086 -1.8895 -1.6440
4 C -2.2932 -3.2619 -2.0215
5 C -3.4490 -3.9853 -2.1682
6 C -4.6996 -3.4059 -1.9117
7 C -4.7520 -2.0895 -1.5270
8 C -3.5950 -1.3001 -1.4068
9 C -3.7651 0.0942 -1.1084
10 N -2.8671 1.0063 -1.1910
11 C -3.2912 2.3963 -1.0964
12 C -2.2542 3.2033 -0.3166
13 N -0.9631 2.7985 -0.8272
14 C 0.0714 3.5449 -0.7521
15 C 1.2791 3.2618 -1.4744
16 C 2.3654 4.1415 -1.3767
17 C 3.4968 3.9821 -2.1427
18 C 3.5548 2.9095 -3.0422
19 C 2.5141 2.0209 -3.1589
20 C 1.3276 2.1392 -2.3755
21 O 0.3665 1.3087 -2.5315
22 H -1.3256 -3.7158 -2.1949
23 H -3.3923 -5.0208 -2.4837
24 H -5.6056 -3.9883 -2.0169
25 H -5.7124 -1.6226 -1.3311
26 H -4.7889 0.3899 -0.8450
27 H -4.2819 2.4911 -0.6358
28 H -3.3439 2.7851 -2.1191
29 H -2.3281 2.9616 0.7440
30 H -2.4174 4.2776 -0.4559
31 H 0.0379 4.4737 -0.1709
32 H 2.2948 4.9656 -0.6734
33 H 4.3258 4.6732 -2.0599
34 H 4.4435 2.7716 -3.6491
35 H 2.5589 1.1999 -3.8649
36 N 0.8724 -0.0974 0.0850
37 C 1.3650 -1.2571 0.1629
38 C 2.5221 -1.6709 -0.6717
39 C 3.2215 -0.7119 -1.4054
40 C 4.3098 -1.0711 -2.1773
41 C 4.7292 -2.3937 -2.2314
42 C 4.0365 -3.3566 -1.5113
43 C 2.9389 -3.0019 -0.7442
44 C 0.8709 -2.2386 1.1839
45 C 1.7326 -2.6540 2.1981
46 C 1.2931 -3.5382 3.1663
47 C -0.0062 -4.0288 3.1220
48 C -0.8650 -3.6156 2.1169
49 C -0.4329 -2.7117 1.1566
50 H 2.8997 0.3189 -1.3535
51 H 4.8400 -0.3128 -2.7408
52 H 5.5840 -2.6740 -2.8341
53 H 4.3540 -4.3916 -1.5480
54 H 2.3958 -3.7658 -0.2056
55 H 2.7359 -2.2485 2.2396
56 H 1.9612 -3.8430 3.9622
57 H -0.3487 -4.7265 3.8760
58 H -1.8773 -3.9976 2.0819
59 H -1.1067 -2.3705 0.3806
60 F -0.8519 -0.4050 3.7187
61 C -1.3533 0.8319 3.8454
62 F -1.3215 1.1247 5.1684
63 F -2.6522 0.7698 3.5029
64 C -0.6078 1.8521 2.9074
65 O -0.9246 1.6583 1.6462
66 C 0.9328 1.7680 3.2246
67 F 1.6173 2.6915 2.5292
68 F 1.4522 0.5755 2.9172
69 F 1.2224 1.9734 4.5364
70 C -1.0715 3.3030 3.3433
71 F -0.5065 4.2386 2.5552
72 F -0.8019 3.6603 4.6167
73 F -2.4055 3.4314 3.1874

| no. | DFT total energy (hartree) |
| --- | --- |
| 1 | -619.92974 |
| 2 | -3274.43006 |
| 3 | -453.70983 |
| 4 | -404.24544 |
| 5 | -960.12464 |
| 6 | -306.51522 |
| 7 | -990.59298 |
| 8 | -2671.29033 |